A | Entry from the OMol25 dataset: a molecular structure, C29H32N5O4S2Ti (ωB97M-V/def2-TZVPD).

total charge	+1
molar mass	626.6	g/mol
HOMO energy (alpha / beta)	-10.45 / -10.45	eV

CARTESIAN COORDINATES (ANGSTROEM)
Ti 0.28557 -0.17223 0.09099
C 2.96149 3.51920 -0.01760
C 2.19315 2.30596 0.51123
N 1.56655 1.46886 -0.36194
N 1.71231 1.83493 -1.68278
C 1.11681 1.07082 -2.59390
S 0.40471 -0.46815 -2.31178
S 0.91987 1.72747 -4.21070
C 2.76131 1.97144 -4.50560
C 3.40723 0.63683 -4.93689
C 2.92147 -0.06717 -6.06634
C 3.49271 -1.25896 -6.46918
C 4.50011 -1.87121 -5.71522
C 4.97790 -1.20360 -4.60724
C 4.44344 0.02394 -4.20201
C 2.28482 1.97837 1.89616
C 3.32801 2.58251 2.71758
C 3.63957 2.02493 3.91268
C 2.82614 1.04822 4.53336
C 1.79436 0.49704 3.82205
C 1.46157 0.97237 2.53317
O 0.43497 0.40069 1.92681
H 2.50202 3.80344 -1.04077
H 2.92949 4.37360 0.63343
H 4.03975 3.23915 -0.19065
H 2.88189 2.71674 -5.34491
H 3.21210 2.37749 -3.59436
H 2.03607 0.33823 -6.59372
H 3.02497 -1.78485 -7.32162
H 4.91956 -2.80794 -5.98238
H 5.80783 -1.61244 -4.00702
H 4.75397 0.47361 -3.26451
H 3.96085 3.35445 2.18991
H 4.51688 2.39953 4.43650
H 3.06830 0.72606 5.49918
H 1.10900 -0.24939 4.17355
O 1.45594 -1.93774 0.17830
N 0.77538 -3.08574 0.36846
N -0.48327 -2.86867 0.55321
O -1.04200 -1.59968 0.47624
C -1.35068 -3.94217 0.58201
C -2.78651 -3.69090 0.47340
C -3.65812 -4.76122 0.19435
C -3.17608 -6.06566 -0.02806
C -1.80253 -6.32306 0.09275
C -0.89020 -5.26567 0.44711
H -3.12548 -2.67007 0.74472
H -4.75467 -4.59461 0.17827
H -3.86539 -6.84522 -0.30280
H -1.32539 -7.31803 -0.06077
H 0.15325 -5.56996 0.65128
C -3.66167 1.19029 -0.99069
C -3.37058 2.40038 -0.04968
C -1.89045 2.20592 0.36696
O -1.53947 0.81643 -0.09979
C -2.83779 0.10787 -0.42630
H -3.30575 1.39550 -2.01791
H -4.69074 0.91532 -1.07256
H -3.98867 2.24806 0.82838
H -3.58482 3.38894 -0.52943
H -1.75831 2.26295 1.45746
H -1.20384 2.86464 -0.14810
H -3.23775 -0.30663 0.53011
H -2.55526 -0.67054 -1.11848
C -4.85290 2.00863 5.41073
C -3.95606 0.78963 5.23507
C -3.81593 0.53715 3.79721
N -3.63755 0.27298 2.66840
H -5.05767 2.15092 6.47826
H -5.83999 1.92536 4.86280
H -4.26125 2.92093 5.10847
H -4.33651 -0.16986 5.65798
H -2.93802 0.91357 5.64718

=====

B | Entry from the OMol25 dataset: a molecular structure, C29H32N5O4S2Ti (ωB97M-V/def2-TZVPD).

total charge	+1
molar mass	626.6	g/mol
HOMO energy	-10.54	eV

CARTESIAN COORDINATES (ANGSTROEM)
Ti -0.43896 0.19030 -0.89004
C 0.37233 1.43808 3.34642
C -0.01872 1.52925 1.90158
N 0.41188 0.64398 1.00727
N 1.37443 -0.18994 1.29796
C 2.12759 -0.55699 0.27522
S 1.94125 0.15440 -1.29742
S 3.38222 -1.71746 0.48770
C 3.80148 -1.47620 2.25077
C 4.75954 -0.33181 2.53212
C 4.29994 1.00479 2.52542
C 5.17353 2.07510 2.77211
C 6.48788 1.82150 3.09296
C 6.98440 0.50157 3.01728
C 6.14525 -0.57991 2.78314
C -0.82772 2.66166 1.54361
C -1.46105 3.56042 2.47600
C -2.35509 4.56249 2.06590
C -2.58524 4.72719 0.70268
C -1.92022 3.89540 -0.21202
C -1.09187 2.85809 0.15543
O -0.61753 1.99413 -0.74930
H 0.93891 2.34825 3.64048
H -0.49417 1.41080 3.98489
H 0.95033 0.52017 3.48786
H 2.87410 -1.42325 2.85239
H 4.26930 -2.44284 2.46255
H 3.26061 1.17251 2.24843
H 4.76671 3.07011 2.78200
H 7.16479 2.61882 3.38711
H 8.04794 0.36869 3.23698
H 6.51695 -1.60653 2.82616
H -1.20317 3.40689 3.51005
H -2.89939 5.18045 2.79314
H -3.25112 5.47860 0.30641
H -2.17771 3.98402 -1.25301
O -1.66139 -0.47090 0.52998
N -1.88175 -1.79306 0.56197
N -1.07866 -2.44231 -0.21326
O -0.29480 -1.90137 -1.17740
C -1.08503 -3.87284 -0.05075
C -0.07175 -4.66153 -0.61317
C -0.15719 -6.03756 -0.38414
C -1.16291 -6.55476 0.41857
C -2.06103 -5.71327 1.04889
C -2.04415 -4.35610 0.81207
H 0.72150 -4.19632 -1.19839
H 0.54419 -6.74304 -0.83456
H -1.18197 -7.63018 0.57311
H -2.81888 -6.08119 1.72530
H -2.79024 -3.71418 1.31917
C -0.05296 -0.50260 -5.53580
C -0.61729 0.93813 -5.62142
C -0.36700 1.49725 -4.19999
O -0.33288 0.35063 -3.30004
C -0.44631 -0.86850 -4.09089
H 1.04157 -0.52596 -5.70532
H -0.49558 -1.13557 -6.30948
H -1.68641 0.88466 -5.87072
H -0.07577 1.52388 -6.38318
H -1.12517 2.21177 -3.89140
H 0.65586 1.94504 -4.16447
H -1.46943 -1.22684 -4.04694
H 0.23571 -1.59517 -3.60363
C -5.24955 1.03473 0.04711
C -4.96067 1.33360 -1.42329
C -3.59033 0.91758 -1.68744
N -2.50391 0.55250 -1.82235
H -6.09317 1.60170 0.45366
H -4.43668 1.28702 0.74648
H -5.44717 -0.02299 0.27193
H -5.05168 2.38827 -1.71751
H -5.61656 0.72674 -2.01291

=====

Short version: A is the least stable of them.

=====

A | Entry from the OMol25 dataset: 4 unconnected molecules or ions with the total composition C8H24O8 (ωB97M-V/def2-TZVPD).

SMILES	OCCO.OCCO.OCCO.OCCO
molar mass	248.3	g/mol
HOMO energy	-9.37	eV

CARTESIAN COORDINATES (ANGSTROEM)
O -3.82421 2.14891 -0.79041
C -3.43184 3.48225 -0.83172
C -4.58710 4.51795 -0.99760
O -5.61745 3.78941 -1.78368
H -3.04146 1.64572 -0.55439
H -2.80418 3.84800 -0.01909
H -2.86646 3.56099 -1.76029
H -4.50977 5.49377 -1.47706
H -4.89146 4.93172 -0.03622
H -6.32395 4.38866 -2.03538
O 5.04240 -2.07172 -2.16641
C 5.22161 -2.30324 -0.76658
C 3.84073 -2.43834 -0.08000
O 3.15445 -1.23125 -0.28110
H 5.92494 -2.03320 -2.54222
H 5.60833 -3.30414 -0.57491
H 5.86526 -1.60554 -0.23083
H 3.84966 -2.46189 1.00971
H 3.24384 -3.23410 -0.52563
H 3.02143 -1.17728 -1.23031
O -2.23483 -1.75758 0.83690
C -1.30046 -2.42928 1.68213
C -0.31792 -3.19790 0.72902
O -0.09665 -2.53319 -0.52862
H -2.54836 -0.91464 1.17267
H -0.65433 -1.83326 2.32664
H -1.82457 -3.15082 2.30885
H -0.64842 -4.23041 0.61585
H 0.56950 -3.37159 1.33764
H -0.88389 -2.64771 -1.06596
O -0.88907 1.06703 -0.01229
C 0.51841 1.48592 0.07450
C 1.08961 1.17685 1.51841
O 1.21665 -0.15626 1.94312
H -0.90507 0.16110 0.30495
H 1.03639 0.94341 -0.71638
H 0.50761 2.52094 -0.26712
H 0.47422 1.65612 2.27979
H 2.01913 1.72896 1.65720
H 1.99709 -0.46453 1.47678

=====

B | Entry from the OMol25 dataset: 4 unconnected molecules or ions with the total composition C8H24O8 (ωB97M-V/def2-TZVPD).

SMILES	OCCO.OCCO.OCCO.OCCO
molar mass	248.3	g/mol
HOMO energy	-9.79	eV

CARTESIAN COORDINATES (ANGSTROEM)
O 3.55016 2.79560 -3.60051
C 2.18541 2.70610 -3.24876
C 1.67849 1.29649 -3.49190
O 2.46582 0.35761 -2.76113
H 3.93867 1.94610 -3.36096
H 2.04723 2.97701 -2.19056
H 1.56789 3.39736 -3.82715
H 1.81607 1.09358 -4.55519
H 0.62562 1.16769 -3.22515
H 2.19091 0.44731 -1.83965
O -1.24953 1.81584 -0.12979
C -0.17061 2.65212 0.26909
C 0.92596 1.82118 0.90609
O 1.31443 0.78964 -0.01019
H -0.86001 1.05990 -0.58372
H 0.26392 3.17044 -0.59379
H -0.55843 3.37372 0.98410
H 0.58753 1.40991 1.85827
H 1.80466 2.44792 1.09017
H 1.22487 -0.01323 0.52093
O -2.33350 -1.09571 2.52493
C -3.18753 -0.21123 1.82017
C -4.50596 -0.83237 1.49184
O -4.39045 -1.96391 0.62805
H -2.38362 -0.90948 3.46630
H -3.37742 0.73969 2.33116
H -2.69156 0.07937 0.89068
H -5.20346 -0.16242 0.99081
H -5.04854 -1.17461 2.38763
H -3.73738 -2.57526 0.98209
O 2.86497 -3.03514 0.74022
C 1.56064 -3.55376 0.99759
C 0.51448 -2.53148 0.67592
O 0.47722 -1.51004 1.68746
H 3.43005 -3.28526 1.47483
H 1.38240 -4.44034 0.37711
H 1.46855 -3.84212 2.04772
H -0.47440 -2.99019 0.60259
H 0.72506 -2.04965 -0.28520
H -0.43859 -1.36838 1.95793

=====

Short version: A is the least stable of them.

=====

A | Entry from the OMol25 dataset: 2 unconnected molecules or ions with the total composition C5H15NS (ωB97M-V/def2-TZVPD).

SMILES	CCCS.CCN
molar mass	121.2	g/mol
HOMO energy	-8.87	eV

CARTESIAN COORDINATES (ANGSTROEM)
C -1.39805 0.74339 -3.68643
C -1.01679 0.30009 -2.27797
C -1.33660 1.37247 -1.22957
S -1.24599 0.59668 0.42681
H -1.07103 0.05380 -4.45970
H -0.99517 1.73273 -3.91508
H -2.48607 0.83497 -3.74435
H -1.58891 -0.59172 -2.01364
H 0.05017 0.08648 -2.20924
H -2.34217 1.76632 -1.36035
H -0.59818 2.16980 -1.26477
H -1.13829 1.76776 1.11416
C 1.27097 -0.21743 3.17507
C 1.85689 -1.50022 2.62382
N 1.16582 -1.89158 1.39424
H 0.19866 -0.33025 3.33509
H 1.76073 0.09462 4.09845
H 1.42004 0.60413 2.46800
H 2.93970 -1.37361 2.47979
H 1.71016 -2.30541 3.34791
H 1.28204 -1.17110 0.68773
H 1.56206 -2.74192 1.01002

=====

B | Entry from the OMol25 dataset: a molecular structure, C5H15NS (ωB97M-V/def2-TZVPD).

molar mass	121.2	g/mol
HOMO energy	-8.28	eV

CARTESIAN COORDINATES (ANGSTROEM)
C -0.20325 -2.61667 0.69413
C 0.85397 -1.92318 1.54391
C 2.06420 -1.60198 0.68679
N 0.33792 -0.64220 2.12567
H -1.13871 -2.69773 1.26955
H -0.46525 -2.00490 -0.17189
H 0.16534 -3.60124 0.40137
H 1.11161 -2.52635 2.42181
H 1.74698 -0.97530 -0.15153
H 2.52506 -2.50947 0.28898
H 2.86348 -1.04599 1.19235
H -0.03170 -0.67241 3.05798
H 0.92689 0.14120 1.88041
H -0.22355 0.07452 0.53077
C -1.41764 3.04132 -1.97410
C -1.34169 2.07220 -0.81566
S -0.12753 0.74124 -1.10886
H -1.71878 2.48590 -2.87230
H -0.45314 3.51726 -2.16306
H -2.17320 3.81681 -1.80824
H -2.31053 1.64746 -0.53351
H -1.06984 2.66403 0.07323

=====

Short version: B is the least stable of them.

=====

A | Entry from the OMol25 dataset: a molecular structure, CH3NOS (ωB97M-V/def2-TZVPD).

molar mass	77.1	g/mol
HOMO energy	-9.16	eV

CARTESIAN COORDINATES (ANGSTROEM)
C -0.91115 0.10422 -0.17339
H 1.11382 -1.68070 0.90342
H 0.49653 1.53992 -0.28645
H -1.54785 0.96042 -0.11678
N 0.39699 0.54458 0.08080
O -1.34261 -1.01184 -0.19221
S 1.79426 -0.45660 -0.21539

=====

B | Entry from the OMol25 dataset: a single CH3NOS molecule (ωB97M-V/def2-TZVPD).

SMILES	ONC=S
molar mass	77.1	g/mol
HOMO energy	-8.90	eV

CARTESIAN COORDINATES (ANGSTROEM)
O 0.57899 1.47088 0.33562
N 0.29988 0.85597 -0.80468
C -0.00359 -0.43265 -0.77717
S -0.47892 -1.03927 0.63526
H 0.18645 0.95131 0.95510
H 0.45614 1.55328 -1.63254
H 0.31054 -1.03913 -1.87592

=====

Short version: B is the least stable of them.

=====

A | Entry from the OMol25 dataset: a single CH3NOS molecule (ωB97M-V/def2-TZVPD).

molar mass	77.1	g/mol
HOMO energy	-9.90	eV

CARTESIAN COORDINATES (ANGSTROEM)
C 0.39242 0.22702 0.23678
N 0.07178 -1.37799 -0.48541
O -0.22441 2.54570 0.78543
S -0.79830 1.30972 0.27105
H 1.49056 0.17438 0.56491
H -0.77427 -1.75667 -0.00793
H -0.15778 -1.12215 -1.36483

=====

B | Entry from the OMol25 dataset: 2 unconnected molecules or ions with the total composition CH3NOS (ωB97M-V/def2-TZVPD).

molar mass	77.1	g/mol
HOMO energy	-9.70	eV

CARTESIAN COORDINATES (ANGSTROEM)
C 0.70515 0.32145 -0.52608
H -1.38668 0.59878 0.26246
H 0.42059 -1.67678 0.60050
H 1.65366 -0.28840 -1.10713
N 0.24233 -0.23412 0.85093
O -1.29625 -0.33070 0.84447
S -0.33880 1.60977 -0.92514

=====

Short version: B is the least stable of them.

=====

A | Entry from the OMol25 dataset: a single C3H5FS molecule (ωB97M-V/def2-TZVPD).

SMILES	C=C(F)CS
molar mass	92.1	g/mol
HOMO energy	-9.33	eV

CARTESIAN COORDINATES (ANGSTROEM)
C -0.60001 -0.13315 -1.53346
C -0.49176 -0.27410 -0.18265
F -1.40879 -0.97519 0.43813
C 0.20841 0.47623 0.83025
S 1.87736 -0.62991 1.58195
H -1.64252 -0.31191 -1.94412
H -0.08811 0.72186 -2.06516
H -0.43538 0.61949 1.88936
H 0.61825 1.56857 0.73311
H 1.96255 -1.06190 0.25259

=====

B | Entry from the OMol25 dataset: 2 unconnected molecules or ions with the total composition C3H5FS (ωB97M-V/def2-TZVPD).

molar mass	92.1	g/mol
HOMO energy	-8.89	eV

CARTESIAN COORDINATES (ANGSTROEM)
C -0.36328 1.52392 -1.72871
C 1.08276 -1.65017 1.45270
C 0.44778 -0.63401 0.95776
F 0.46329 0.60474 1.63413
S -1.95732 1.76630 -1.82587
H 0.10019 2.39980 -1.14364
H 1.15806 -2.64731 0.96666
H -2.40204 0.75108 -2.81648
H 1.58225 -1.48287 2.46319
H -0.11168 -0.63148 0.04025

=====

Short version: B is the least stable of them.